# C3H10NO2P

A 2-piece molecular cluster, C3H10NO2P overall at a distorted geometry (ωB97M-V/def2-TZVPD, the Open Molecules 2025 dataset).

Output
Relative energy (zero: lowest compared OMol25 entry of this formula, charge and spin): 145.10 kcal/mol
HOMO level (alpha / beta): -7.8 / -7.1 eV
M: 123.09 g/mol
E_LUMO (alpha / beta): -0.063 / 0.420 eV
Multiplicity: 1
Total charge: 0

Positions of all 17 atoms, in Å:
C  0.443  1.984  -0.168
C  -1.342  0.588  -1.135
C  2.741  -0.865  1.094
N  -0.021  0.685  -0.533
O  -1.285  -3.259  -0.149
O  2.148  -0.863  -0.088
P  1.156  -0.433  -1.208
H  0.539  2.678  -0.979
H  -0.309  2.464  0.518
H  1.334  2.049  0.452
H  -1.403  -0.059  -1.971
H  -2.078  0.331  -0.435
H  -1.571  1.606  -1.482
H  -0.922  -2.356  0.128
H  2.310  -0.109  1.867
H  3.525  -1.620  1.220
H  -0.873  -3.613  -0.921